[1]
A structure of composition C21H43AsBF6Mg2N2O21, computed with ωB97M-V with the def2-TZVPD basis set.

As for the net charge: +1. As for the orbital gap: 6.97 eV. The energy above the lowest of the compared OMol25 structures with the same formula, charge and spin is 556.0 kJ/mol. The largest force on an atom is 6.13 eV/A.

XYZ file:
```
97
Properties=species:S:1:pos:R:3:forces:R:3:mulliken_charge:R:1
O -0.0728 5.8278 -1.4593 0.9 -0.5 0.6 -0.398
H -0.5848 1.0295 -5.8049 1.0 -0.6 -0.1 0.308
H -1.0296 -5.5996 2.8859 0.4 0.6 0.0 0.436
O 2.6718 3.6372 2.4358 -1.1 -1.7 0.3 -0.158
C 4.2902 4.8426 3.6099 0.1 -1.4 -2.8 -0.658
H -0.5509 -2.8864 3.9480 -0.5 0.1 -0.9 0.242
H 0.7965 -1.2521 -5.5001 -0.4 1.1 -0.3 0.578
C -0.5991 0.7597 -4.7489 -1.4 0.8 0.7 -0.793
H 0.7791 -3.2831 0.6739 -0.6 0.3 0.3 -0.228
C -4.4000 -0.7006 -0.1543 -0.2 0.2 -2.3 -1.153
O 0.6730 0.4750 -4.0758 -0.1 -1.6 -2.6 -0.130
H 3.1360 3.2554 4.4476 -0.3 -0.4 0.1 0.400
C -2.9772 -4.7365 2.6189 -1.1 -0.8 0.4 -0.825
H 4.4795 -2.0692 -2.8016 -0.7 -0.1 -0.5 0.346
C -1.6207 -5.0985 2.1193 -0.6 0.4 -1.6 -0.833
Mg 1.8293 0.8173 -2.4963 -2.4 1.1 1.4 1.229
H 0.5545 -1.6136 -3.8509 -0.2 0.3 0.4 0.323
F -4.9585 -3.8990 -1.0906 1.7 -0.2 -0.7 -0.460
F -3.5476 -5.9240 -0.7309 0.6 1.9 -0.6 -0.471
H 4.3155 2.7252 3.1802 0.3 -0.3 0.3 0.291
H -5.3013 -0.2518 0.2634 0.3 0.1 0.5 0.414
B -0.8324 5.5230 -2.6706 -1.6 1.7 -1.9 1.038
C 3.5786 3.4722 3.4754 1.0 2.4 -0.3 -0.524
H 2.4136 1.5908 1.8611 0.3 0.1 -0.4 0.256
O -0.7134 4.0843 -2.8943 1.5 -1.9 2.3 -0.477
H 4.9658 -3.1227 1.2519 0.3 0.3 0.0 0.304
H -5.4907 -3.4434 2.9110 1.4 -0.3 1.1 0.388
H -3.0285 -4.5558 3.6925 0.2 1.0 0.0 0.350
H -2.5957 0.3683 3.5994 0.5 -0.2 0.2 0.522
C 1.0505 -0.8941 -4.5024 1.2 -1.3 0.9 -0.675
H -4.7475 -1.5525 -0.7388 0.5 -0.2 0.1 0.235
H 1.0354 -4.4394 1.9673 -0.8 0.4 1.1 0.408
H 3.0692 -0.6362 -5.2130 0.3 0.2 0.0 0.453
H 0.3440 -4.9279 0.4980 -0.1 -0.2 -0.2 0.331
O -0.9815 7.6185 -5.4071 0.1 0.9 -0.9 -0.558
O 1.4591 4.5794 -0.1418 -4.0 1.2 -4.5 -0.592
H 4.7831 7.2129 2.4527 -0.4 0.2 -0.4 0.305
H -3.8448 -0.0061 -0.7848 -1.0 0.3 -0.7 0.273
H 5.0932 -1.6367 0.1636 -0.4 -0.5 0.0 0.174
C 4.3335 -0.9973 -2.9353 2.1 0.7 0.9 -0.903
O 0.6094 2.4788 -2.0762 0.9 -0.9 0.3 -0.201
O 2.6546 -2.0706 -0.0718 0.4 -0.5 0.2 -0.450
C -2.9533 -0.4858 3.0243 1.5 0.1 -0.5 -0.840
C 4.7057 -2.0779 1.0818 -1.2 0.3 0.8 -0.755
H 6.2404 6.3985 2.8201 0.5 -0.1 -0.2 0.313
H 3.6143 5.6575 3.8691 0.1 -0.2 0.7 0.369
H 5.7085 6.4434 1.0887 0.1 0.4 0.2 0.216
F -2.5177 -3.4461 -0.5547 -0.9 -1.4 -2.4 -0.053
H 4.9637 -1.4019 1.8970 0.1 -0.5 0.2 0.343
H 2.8583 -2.1944 -4.4743 -0.3 -0.1 0.5 0.496
H 4.7742 -0.5913 -2.0247 -0.6 0.4 0.2 0.177
O -2.2330 5.9781 -2.6407 -0.3 0.3 0.5 -0.474
H -3.5810 -5.6417 2.5542 -0.3 0.0 -0.5 0.513
O -3.5207 -3.6928 1.7966 -2.2 -0.7 1.9 0.069
H -3.8469 -0.8218 3.5503 0.1 -0.8 -0.2 0.338
C 1.9106 2.4319 2.3381 -0.7 1.1 0.1 -0.769
C 2.5842 -1.1437 -4.3790 -2.0 1.2 -1.5 -0.646
O -1.9081 -1.4934 2.7770 1.0 -0.2 2.6 -0.068
F -4.3382 -5.4837 -3.0650 1.3 1.7 1.7 -0.493
O 4.7198 5.1409 2.2199 -0.1 -0.4 1.9 -0.230
C -4.9703 -3.5597 1.9604 -1.1 0.7 -1.0 -1.085
N 3.1506 -2.0584 1.0621 1.4 1.2 -3.5 0.870
O -3.3833 -1.0310 0.7574 -2.2 1.3 1.2 1.261
H 4.9815 -0.5953 -3.7142 -0.1 -0.3 -0.3 0.398
H 5.1368 4.6013 4.2527 0.2 1.0 0.3 0.364
H -1.3006 -0.0554 -4.5710 0.3 -0.3 -0.1 0.376
F -1.8400 -5.1049 -2.4386 -1.9 1.1 1.1 -0.493
C -2.4781 6.9115 -3.5775 -3.5 1.9 -1.2 0.585
C 0.3180 -4.1085 1.2164 0.4 -0.5 -2.0 -0.643
O -0.3197 6.1624 -3.9105 2.5 -1.9 2.0 -0.577
C 0.6016 4.7671 -1.0839 3.2 -1.1 4.3 0.369
H 1.6391 2.0863 3.3356 -0.1 -0.1 0.2 0.390
O -3.5738 7.5103 -3.8174 5.0 -2.8 1.4 -0.604
C -1.1560 -1.9843 4.0397 -1.8 1.2 -0.1 -1.051
C -3.2559 0.0597 1.6450 0.6 0.7 2.0 -0.665
H 0.9900 2.7110 1.8256 0.1 -0.3 -0.3 0.183
C 5.3966 6.3714 2.1307 0.0 -0.3 0.3 -0.769
Mg -2.1756 -2.4354 0.9403 0.8 0.2 0.5 0.358
H -5.3220 -2.6438 1.4855 0.7 0.0 -0.5 0.153
H -0.5329 -1.2356 4.5289 0.2 0.5 -0.9 0.325
H -1.1220 1.6223 -4.3359 0.7 0.2 0.7 0.230
O -1.0835 -3.8810 1.5083 3.1 -1.9 2.4 0.973
O 0.6861 -0.3934 -1.3852 0.3 -1.4 -2.7 -0.793
H -1.9364 -2.1069 4.7907 -0.2 -0.6 -0.1 0.370
H -2.5061 0.7836 1.3257 0.4 -0.4 -0.3 0.252
H -1.7453 -5.7867 1.2833 0.2 -0.2 0.0 0.399
O -0.7974 -1.4681 -0.2246 0.0 -0.6 -0.8 -1.271
C 0.1583 3.6054 -1.9867 -1.1 1.2 -2.8 0.246
As -3.4323 -4.5005 -1.8276 -1.2 -1.8 -2.3 1.946
O 2.5049 -1.8637 2.0236 -0.5 -0.2 2.5 -0.463
F -3.3638 -3.0926 -2.9608 0.0 -1.5 1.7 -0.483
H -5.5732 -4.3298 1.4792 0.8 -0.5 -0.4 0.318
O 3.0116 -0.5500 -3.1650 0.9 -1.0 0.3 0.313
N 0.0419 -0.5735 -0.3399 0.9 1.9 1.3 1.040
C -1.1363 6.9959 -4.4151 -2.8 1.1 -0.4 0.618
O 0.2998 0.2135 0.5372 -0.6 0.2 1.8 -0.578
H -4.1307 0.6797 1.8409 -0.6 -0.4 -0.8 0.516
```
Positions in Å, forces in eV/Å.

***

[2]
The ion C15H23N2O2 with charge +1, computed with ωB97M-V with the def2-TZVPD basis set.

As for the net charge: +1. As for the orbital gap: 9.67 eV. The energy above the lowest of the compared OMol25 structures with the same formula, charge and spin is 194.4 kJ/mol. The largest force on an atom is 3.21 eV/A.

XYZ file:
```
42
Properties=species:S:1:pos:R:3:forces:R:3:nbo_charge:R:1
H 2.0220 -0.1316 1.2513 0.4 -0.5 -0.1 0.189
H -0.2479 7.6500 -0.8041 -0.2 -0.4 0.1 0.237
N -0.9596 -1.7551 0.1916 0.8 0.4 -0.1 -0.456
H 1.0577 0.8776 -0.4367 0.1 -0.1 -0.3 0.448
C 3.5045 -1.7343 1.2105 -0.4 0.4 0.0 -0.208
H 1.1808 -3.4668 -1.3757 0.5 0.3 0.3 0.225
C 1.8373 -2.9696 -0.6430 0.1 0.3 0.1 -0.197
O -0.6034 4.2456 -0.7847 0.9 -0.7 -0.1 -0.504
C 2.3041 -1.1039 0.8208 0.0 -0.3 -0.1 -0.167
H -0.2860 -2.8811 1.8909 -0.1 0.0 -0.4 0.212
C 1.4474 -1.7164 -0.1020 0.4 0.4 0.0 -0.107
C 0.0737 -1.0867 -0.5087 -0.2 -2.7 -0.9 0.206
C -2.3245 -1.4282 -0.1132 -0.9 0.6 -0.4 -0.212
H 0.5374 5.6361 -1.8932 -0.1 -0.3 0.5 0.199
C 0.1343 5.5420 -0.8681 0.1 0.4 -0.1 -0.076
C 3.0396 -3.5954 -0.2355 -0.9 0.5 -0.3 -0.188
H -2.5365 -0.4267 0.3096 -0.2 -0.3 -0.1 0.174
H -3.7825 -3.0667 -0.2675 0.2 0.4 0.2 0.226
C -0.6937 1.8604 -0.8666 -0.3 -0.5 -0.3 -0.313
H -0.0257 -1.2082 -1.6172 -0.1 0.7 0.7 0.200
H 0.9721 5.5604 -0.1494 -0.4 -0.4 -0.4 0.210
H -0.0515 0.7068 0.7361 0.2 -0.2 -1.9 0.425
C -0.7990 6.7182 -0.5839 -0.2 -0.2 0.2 -0.635
C -0.8550 -3.0314 0.9582 0.3 -0.4 0.8 -0.208
C -3.2281 -2.5125 0.5046 -0.3 0.1 0.0 -0.413
H -3.9582 -2.0395 1.1710 0.1 -0.2 -0.2 0.228
N 0.0662 0.6259 -0.3328 0.5 0.6 3.1 -0.605
H -1.7050 6.7052 -1.2108 0.4 -0.1 0.2 0.225
H -1.5637 2.0274 -0.2061 0.2 -0.3 -0.7 0.254
O 1.3942 3.1755 -0.6816 -2.0 -1.0 -0.3 -0.581
C 3.8610 -2.9853 0.7171 -0.4 0.2 -0.3 -0.189
H 3.3252 -4.5429 -0.7043 -0.2 0.4 0.3 0.236
H -2.5096 -1.3537 -1.1968 0.2 0.0 0.1 0.192
H 4.1609 -1.2179 1.9055 -0.1 -0.1 0.0 0.231
C -2.3083 -3.4646 1.2835 0.2 0.3 0.3 -0.413
H -1.1009 6.7545 0.4765 0.1 -0.1 -0.4 0.221
H -0.9812 1.7436 -1.9376 0.0 -0.2 0.9 0.263
H 4.7743 -3.4743 1.0512 -0.2 0.2 -0.1 0.237
H -2.4776 -3.3775 2.3655 0.0 0.0 -0.3 0.222
C 0.1735 3.1334 -0.7797 1.4 1.7 0.6 0.773
H -2.4992 -4.5144 1.0106 0.2 0.5 0.1 0.229
H -0.3691 -3.8778 0.4446 0.0 0.7 -0.3 0.206
```
Positions in Å, forces in eV/Å.

***

[3]
A structure of composition C23H26BN9O3Pd, computed with ωB97M-V with the def2-TZVPD basis set.

As for the net charge: 0. As for the orbital gap: 9.01 eV. The largest force on an atom is 0.78 eV/A.

XYZ file:
```
63
Properties=species:S:1:pos:R:3:forces:R:3:nbo_charge:R:1
C 0.8544 2.4959 -1.8297 0.0 0.0 0.0 -0.367
C 1.1906 2.8467 -0.5408 0.0 0.0 -0.1 -0.030
N 1.1346 -5.0005 0.8455 0.1 0.0 0.0 -0.437
N 1.7660 -3.1891 -0.4776 0.2 0.0 -0.2 -0.427
C -4.4355 -2.6403 0.0870 0.0 0.0 0.1 -0.142
C -1.3933 2.5779 2.9072 0.0 0.1 0.0 0.004
N -1.3629 0.5335 2.1298 -0.2 0.4 0.1 -0.265
C -5.6570 -3.2704 0.1916 0.0 0.0 0.0 -0.171
H 1.3188 2.7840 2.2470 0.0 0.0 0.0 -0.038
N -2.4044 -1.5819 0.5011 0.1 -0.2 -0.1 -0.668
H -0.6181 -4.9684 1.9838 0.0 0.0 0.0 0.256
C 2.9339 -3.8924 -0.9955 -0.1 0.0 0.0 -0.201
C -2.5810 0.7563 2.6153 0.0 -0.1 0.0 -0.009
H -6.3328 -3.4395 -3.1339 0.0 0.0 0.0 0.214
H 3.2572 1.4706 3.2613 0.0 0.0 0.0 0.225
C -6.3305 -3.5518 -0.9953 0.0 0.0 0.0 -0.207
O -3.5920 -2.3359 2.3402 0.0 0.0 0.2 -0.599
H 1.0049 3.0704 -2.7272 0.0 0.0 0.0 0.223
H 1.6823 -1.9759 -2.1595 0.0 0.0 0.0 0.202
C 3.0641 -0.7604 3.3584 0.1 0.0 0.0 -0.359
O -1.7562 -1.3244 -1.7087 0.0 0.0 0.0 -0.607
H -0.9813 3.5458 3.1377 0.0 0.0 0.0 0.224
H -3.3127 -0.0325 2.6120 0.0 0.0 0.0 0.246
C -5.7847 -3.2084 -2.2295 0.0 0.0 0.0 -0.203
C -4.5469 -2.5742 -2.3177 0.0 0.0 0.0 -0.202
O -0.0319 -3.0947 0.9327 -0.1 0.2 -0.2 -0.716
C 2.1825 -5.8422 0.2963 0.0 0.0 0.0 -0.204
H 2.2011 -1.1370 -0.6765 0.0 0.0 0.0 0.207
H -6.0677 -3.5311 1.1582 0.0 0.0 0.0 0.228
N 1.6209 0.5591 2.3241 -0.2 -0.1 0.0 -0.293
C 2.7511 0.5467 3.0374 0.1 0.1 0.0 0.013
H -3.4952 2.5300 3.5861 0.0 0.0 0.0 0.233
H 3.9059 -1.1174 3.9243 0.0 0.0 0.0 0.233
H 4.1595 -5.5887 -0.5268 0.0 0.0 0.0 0.226
H -0.2539 -6.5223 1.2124 0.0 0.0 0.0 0.193
N -0.6307 1.6483 2.3177 0.1 -0.1 -0.1 -0.303
C 1.5213 -1.8875 -1.0831 -0.1 0.0 0.0 -0.426
C 2.0346 -1.5070 2.7927 -0.1 -0.1 -0.1 -0.025
C 0.2606 1.2272 -1.6958 0.0 0.0 0.0 -0.050
H 0.6751 -6.0002 2.6293 0.0 0.0 0.0 0.193
C 0.9309 -3.7182 0.4279 -0.2 -0.1 0.3 0.816
C 3.3821 -4.9880 -0.0554 0.0 0.0 0.0 -0.419
N 0.8221 1.8366 0.2738 -0.1 -0.1 0.0 -0.352
H 3.7226 -3.1512 -1.1351 0.0 0.0 0.0 0.212
C -2.6518 2.0535 3.1197 0.0 0.0 0.0 -0.352
N 1.1788 -0.7013 2.1669 0.1 0.0 0.2 -0.300
H -4.1132 -2.3049 -3.2717 0.0 0.0 0.0 0.229
H 2.4400 -6.5830 1.0546 0.0 0.0 0.0 0.209
H 2.6979 -4.3057 -1.9829 0.0 0.0 0.0 0.191
H -7.2934 -4.0453 -0.9614 0.0 0.0 0.0 0.214
B 0.8240 1.7853 1.7984 0.0 0.1 -0.1 0.546
C -2.5627 -1.6645 -0.8674 0.1 0.0 0.0 0.660
Pd -0.6207 -1.1149 1.3133 -0.2 -0.7 0.3 0.977
H 1.8217 -6.3889 -0.5841 0.0 0.0 0.0 0.188
H 0.4981 -1.5585 -0.9306 0.1 -0.1 0.0 0.271
H 1.6550 3.7344 -0.1441 0.0 0.0 0.0 0.213
C -3.4641 -2.1958 1.1437 0.2 0.2 -0.2 0.660
C 0.1773 -5.6556 1.7201 0.0 0.0 0.0 -0.409
N 0.2467 0.8381 -0.4312 0.1 0.3 -0.1 -0.321
H 1.8568 -2.5703 2.8088 0.0 0.0 0.0 0.219
C -3.8942 -2.3012 -1.1351 0.0 0.0 -0.1 -0.060
H -0.1708 0.5875 -2.4501 0.0 0.0 0.0 0.222
H 3.7959 -4.5511 0.8563 0.0 0.0 0.0 0.213
```
Positions in Å, forces in eV/Å.

***

One value per record, in order, for electronic energy: -5775.37687 -845.08485 -1763.47915 a.u..